Entry 1:
{
  "formula": "C3H10N2S",
  "method": "ωB97M-V with the def2-TZVPD basis set",
  "total_energy_ev": -17087.713,
  "smiles": "C/N=C\\N.CS",
  "relative_energy_ev": 0.8914,
  "e_lumo_ev": 0.73,
  "gap_ev": 9.55,
  "elements": ["C", "N", "C", "N", "H", "H", "H", "H", "H", "H", "C", "S", "H", "H", "H", "H"],
  "positions_angstrom": [[-0.540, -1.879, -1.369], [-1.282, 0.774, -0.686], [-2.207, -0.244, -1.131], [-1.906, -1.402, -1.492], [-0.299, -2.508, -2.225], [-0.483, -2.499, -0.474], [0.214, -1.099, -1.311], [-0.976, 1.292, -1.506], [-1.787, 1.442, -0.114], [-3.248, 0.081, -1.175], [1.299, 1.003, 2.510], [2.032, 0.523, 0.910], [1.458, 0.207, 3.232], [1.750, 1.923, 2.873], [0.236, 1.172, 2.381], [0.891, 0.597, 0.208]],
  "forces_ev_per_angstrom": [[0.040, 0.020, -0.271], [-0.328, -0.124, -0.110], [0.202, 0.593, 0.024], [-0.102, -0.291, 0.106], [-0.111, -0.065, 0.022], [0.060, -0.023, 0.011], [0.073, 0.120, 0.137], [0.228, -0.021, 0.082], [0.023, 0.043, -0.035], [-0.083, -0.225, 0.021], [0.092, -0.010, -0.119], [-0.046, 0.083, 0.079], [-0.044, 0.019, 0.040], [0.061, -0.005, 0.002], [-0.073, -0.062, 0.026], [0.009, -0.052, -0.015]],
  "lowdin_charge": [-0.13, 0.02, -0.29, -0.02, 0.07, 0.08, 0.04, 0.09, 0.07, 0.10, -0.48, 0.61, 0.02, 0.02, 0.02, -0.22]
}

Entry 2:
{
  "formula": "CH4OP2",
  "method": "ωB97M-V with the def2-TZVPD basis set",
  "total_energy_ev": -21722.339,
  "relative_energy_ev": 3.6692,
  "e_lumo_ev": [-1.26, -0.43],
  "gap_ev": [7.01, 7.96],
  "elements": ["C", "O", "P", "P", "H", "H", "H", "H"],
  "positions_angstrom": [[-2.364, 0.214, 0.114], [-3.344, 0.003, 0.701], [0.662, -0.036, 0.165], [2.771, 0.444, 0.409], [-2.498, 0.549, -0.988], [0.793, -1.289, -0.604], [0.688, 0.661, -1.196], [3.292, -0.546, 1.398]],
  "forces_ev_per_angstrom": [[-0.236, 0.420, -1.540], [-0.569, -0.323, 1.042], [0.557, -0.356, -2.369], [0.918, -0.404, 0.649], [0.616, -0.096, 0.431], [-0.133, 0.623, 0.855], [-0.219, -0.498, 1.760], [-0.934, 0.634, -0.829]],
  "lowdin_charge": [-0.18, 0.02, 0.28, 0.27, 0.07, -0.14, -0.11, -0.21]
}

Entry 3:
{
  "formula": "C22H20N4O2S",
  "method": "ωB97M-V with the def2-TZVPD basis set",
  "total_energy_ev": -44026.175,
  "smiles": "COCCn1cc(-c2nc(-c3c[nH]c4ncccc34)cs2)c2cc(OC)ccc21",
  "relative_energy_ev": 3.9881,
  "e_lumo_ev": 0.48,
  "gap_ev": 7.94,
  "elements": ["N", "N", "O", "O", "S", "C", "C", "C", "C", "C", "C", "C", "C", "C", "C", "C", "C", "C", "C", "C", "C", "C", "C", "N", "N", "C", "C", "C", "C", "H", "H", "H", "H", "H", "H", "H", "H", "H", "H", "H", "H", "H", "H", "H", "H", "H", "H", "H", "H"],
  "positions_angstrom": [[0.284, -0.547, 1.451], [4.236, 0.197, 5.240], [-0.667, 4.402, 2.168], [-2.065, -0.230, -4.521], [-0.260, -2.431, -0.178], [-0.290, -0.761, 0.292], [0.523, -2.812, 1.420], [0.871, -1.657, 2.021], [1.778, -1.561, 3.194], [-1.103, 0.147, -0.508], [1.914, -2.336, 4.345], [-1.843, 0.037, -1.658], [4.709, 1.187, 4.382], [3.268, -0.584, 4.662], [4.097, 1.530, 3.132], [-2.139, 4.104, 0.326], [2.984, 0.695, 2.782], [-0.841, 2.279, 0.964], [-2.624, 3.451, -0.819], [-1.205, 3.621, 1.165], [2.693, -0.491, 3.470], [-1.268, 1.508, -0.154], [-2.179, 2.104, -1.032], [2.775, -1.699, 5.289], [-2.311, 1.184, -2.062], [-0.199, 3.633, 3.299], [-0.992, -0.344, -5.453], [-2.503, 1.156, -4.458], [-3.256, 1.466, -3.186], [1.014, -3.688, 1.768], [1.274, -3.200, 4.492], [-1.827, -0.889, -2.250], [5.550, 1.777, 4.640], [4.460, 2.206, 2.354], [-2.406, 5.133, 0.468], [2.452, 0.806, 1.887], [-0.148, 1.752, 1.579], [-3.317, 3.910, -1.524], [3.061, -2.011, 6.256], [-0.324, 4.229, 4.171], [-0.801, 2.639, 3.364], [0.839, 3.195, 3.131], [-0.516, -1.295, -5.395], [-0.203, 0.421, -5.167], [-1.389, -0.081, -6.415], [-1.707, 1.886, -4.496], [-3.236, 1.370, -5.274], [-4.068, 0.759, -3.188], [-3.554, 2.544, -3.204]],
  "forces_ev_per_angstrom": [[0.339, 1.558, -0.561], [0.286, 1.278, -2.834], [-0.391, -0.897, 0.194], [-0.152, 1.423, 0.292], [0.719, -1.126, 2.023], [-0.317, -1.286, 0.419], [0.264, 0.633, -1.670], [-0.736, -0.094, -0.009], [0.358, -0.020, 1.808], [0.555, 1.014, 0.890], [-0.726, 0.800, -0.460], [2.425, -4.553, -0.186], [-2.185, -1.269, -0.295], [2.716, -0.042, 4.451], [-1.784, -2.722, 0.618], [-1.670, 1.753, -2.505], [2.152, 0.110, 0.105], [0.494, -0.357, -0.566], [0.673, -1.656, 0.148], [1.718, -2.833, 0.835], [-1.214, 2.874, -3.532], [-0.746, 2.446, 2.475], [1.057, 1.660, 0.149], [-0.659, -1.781, 0.319], [-3.792, 3.328, -1.004], [-0.045, -2.928, -1.576], [0.446, 2.218, 1.194], [-1.066, -0.343, -0.796], [1.618, -1.109, 0.088], [-0.147, -1.103, -0.552], [0.534, 0.008, 0.725], [-0.559, 0.825, 0.035], [0.741, 0.184, 0.915], [0.019, 0.178, 0.852], [-0.401, 0.413, 0.041], [-0.557, 0.646, -1.334], [0.386, 0.052, 0.578], [0.175, 0.136, 0.419], [-0.586, 0.395, -2.010], [0.220, 0.411, 0.585], [0.525, 1.893, 0.263], [-0.913, 1.182, 0.317], [-0.121, -0.908, -0.055], [-0.672, -0.770, -0.478], [0.177, -0.201, -0.873], [0.770, -0.173, -0.395], [0.713, -0.220, 0.082], [-0.790, 0.111, 0.590], [0.148, -1.140, 0.281]],
  "lowdin_charge": [0.09, 0.12, -0.09, -0.20, 1.02, -0.52, -0.28, -0.34, -0.09, -0.17, -0.01, -0.05, -0.12, -0.34, -0.04, -0.04, 0.01, 0.06, 0.02, -0.30, -0.18, -0.12, -0.15, 0.10, -0.03, -0.07, -0.09, -0.21, -0.07, 0.06, 0.12, 0.14, 0.08, 0.10, 0.11, 0.08, 0.07, 0.09, 0.18, 0.07, 0.12, 0.10, 0.08, 0.11, 0.08, 0.12, 0.14, 0.13, 0.14]
}

Entry 4:
{
  "formula": "C31H38MnNO2",
  "method": "ωB97M-V with the def2-TZVPD basis set",
  "spin_multiplicity": 6,
  "total_energy_ev": -69664.716,
  "relative_energy_ev": 0.1346,
  "e_lumo_ev": [2.15, 2.15],
  "gap_ev": [4.86, 4.85],
  "total_charge": -1,
  "elements": ["O", "C", "C", "H", "H", "C", "H", "H", "C", "H", "H", "H", "C", "H", "H", "H", "Mn", "C", "C", "C", "H", "C", "C", "H", "H", "H", "H", "C", "C", "C", "H", "C", "C", "H", "H", "H", "H", "O", "C", "C", "H", "H", "C", "H", "H", "C", "H", "H", "H", "H", "C", "C", "C", "C", "C", "C", "N", "C", "C", "C", "C", "C", "C", "H", "H", "H", "H", "H", "H", "H", "H", "H", "H"],
  "positions_angstrom": [[-1.753, -2.744, -3.437], [-1.002, -3.492, -4.459], [-2.141, -4.406, -4.889], [-0.198, -4.042, -3.959], [-0.677, -2.836, -5.283], [-2.937, -3.475, -3.942], [-2.075, -5.443, -4.520], [-2.440, -4.429, -5.941], [-3.656, -4.352, -2.953], [-2.903, -4.894, -2.369], [-4.203, -5.114, -3.531], [-4.372, -3.793, -2.338], [-3.799, -2.437, -4.628], [-3.140, -1.828, -5.274], [-4.256, -1.799, -3.852], [-4.591, -2.902, -5.235], [-1.715, -0.660, -1.832], [-1.562, 1.584, -1.660], [-0.356, 0.862, -1.369], [0.049, 0.156, -2.579], [0.274, 0.928, -0.476], [-0.956, 0.445, -3.571], [-1.974, 1.257, -2.987], [-2.876, 1.617, -3.510], [-2.068, 2.300, -1.008], [1.000, -0.329, -2.757], [-0.874, 0.203, -4.641], [-2.066, -0.231, 0.264], [-3.327, -0.420, -0.387], [-3.359, -1.756, -0.886], [-4.155, 0.281, -0.454], [-2.087, -2.371, -0.621], [-1.277, -1.414, 0.107], [-0.300, -1.608, 0.554], [-1.798, 0.629, 0.867], [-4.243, -2.286, -1.247], [-1.846, -3.411, -0.836], [2.273, -5.095, -1.242], [1.453, -3.985, -1.639], [2.149, -3.297, -2.827], [1.289, -3.258, -0.839], [0.468, -4.421, -1.873], [3.429, -4.148, -3.083], [2.347, -2.246, -2.559], [1.501, -3.351, -3.704], [2.984, -5.486, -2.462], [4.250, -3.671, -2.514], [3.741, -4.230, -4.132], [3.805, -6.203, -2.229], [2.274, -5.897, -3.225], [5.353, -1.741, 0.326], [4.082, -2.256, 0.011], [2.945, -1.565, 0.372], [3.017, -0.427, 1.230], [4.307, -0.040, 1.698], [5.454, -0.640, 1.192], [1.855, 0.231, 1.525], [1.677, 0.951, 2.674], [2.240, 0.575, 3.929], [1.992, 1.324, 5.079], [1.210, 2.486, 5.013], [0.629, 2.872, 3.790], [0.832, 2.102, 2.650], [6.255, -2.220, -0.059], [4.001, -3.212, -0.512], [1.946, -1.895, 0.074], [4.359, 0.730, 2.469], [6.436, -0.264, 1.486], [2.862, -0.320, 3.978], [2.416, 1.005, 6.031], [1.034, 3.087, 5.909], [0.014, 3.770, 3.729], [0.354, 2.347, 1.698]],
  "forces_ev_per_angstrom": [[-0.189, -1.953, -1.514], [1.041, 0.081, 0.041], [-0.037, 0.600, 0.499], [0.046, 0.404, -0.444], [0.285, -0.095, 0.521], [-0.979, -0.187, -0.340], [0.057, 0.498, -0.064], [0.121, 0.280, 0.171], [-0.364, 0.017, 0.280], [-0.338, 0.203, 0.204], [0.011, 0.286, 0.151], [0.345, -0.429, 0.037], [-0.130, 0.017, -0.063], [-0.458, -0.126, 0.221], [0.186, -0.086, -0.401], [0.179, 0.136, 0.177], [-0.967, -2.141, -2.984], [1.039, 0.702, -0.753], [1.751, 2.135, -1.621], [-0.047, 2.222, -0.183], [-0.423, -0.197, -0.236], [0.613, 0.273, -0.552], [0.489, 0.987, -0.470], [0.645, -0.213, 0.420], [0.099, -0.640, -0.085], [-0.205, -0.090, 0.164], [-0.257, -0.204, 0.689], [-1.136, -1.232, 1.752], [-0.232, -0.724, 1.509], [-0.053, -0.620, 0.659], [0.332, -0.077, 0.072], [-0.590, -0.012, 1.651], [-1.360, -1.143, 1.351], [-0.299, 0.337, -0.318], [0.169, -0.107, -0.404], [0.469, 0.531, -0.100], [0.102, 0.455, 0.008], [0.864, -0.240, -1.113], [-0.276, -0.367, -0.096], [0.074, -0.048, -0.266], [0.249, -0.657, 0.131], [0.049, 0.332, -0.303], [0.026, 0.509, 0.979], [0.112, -0.455, -0.359], [0.221, 0.339, 0.070], [-0.216, 0.710, 0.086], [-0.230, -0.524, -0.312], [-0.287, 0.027, 0.221], [-0.773, 0.509, 0.020], [0.308, -0.311, 0.762], [0.133, -0.145, 0.210], [0.461, 0.283, -0.206], [-0.017, 0.187, 0.390], [-0.702, 0.265, 0.446], [0.003, -0.117, -0.069], [-0.376, -0.262, -0.199], [0.051, -0.046, -0.084], [0.337, -0.259, -0.305], [-0.208, 0.381, 0.174], [-0.157, 0.206, -0.539], [-0.150, 0.177, 0.050], [0.301, -0.620, 0.114], [0.122, -0.183, 0.246], [-0.220, 0.027, 0.177], [-0.013, 0.370, 0.025], [0.410, 0.205, 0.262], [0.122, -0.051, -0.430], [-0.221, -0.129, -0.039], [-0.205, 0.220, -0.010], [-0.068, 0.082, -0.156], [0.073, -0.186, -0.230], [0.080, -0.163, 0.070], [0.205, 0.044, 0.237]],
  "lowdin_spin": [0.04, 0.00, 0.00, 0.00, 0.00, 0.00, 0.00, 0.00, 0.00, 0.00, 0.00, 0.00, 0.00, 0.00, 0.00, 0.00, 4.23, 0.10, 0.04, 0.05, 0.00, 0.07, 0.08, 0.01, 0.01, 0.01, 0.01, 0.08, 0.06, 0.06, 0.01, 0.06, 0.06, 0.01, 0.00, 0.01, 0.01, 0.00, 0.00, 0.00, 0.00, 0.00, 0.00, 0.00, 0.00, 0.00, 0.00, 0.00, 0.00, 0.00, 0.00, 0.00, 0.00, 0.00, 0.00, 0.00, 0.00, 0.00, 0.00, 0.00, 0.00, 0.00, 0.00, 0.00, 0.00, 0.00, 0.00, 0.00, 0.00, 0.00, 0.00, 0.00, 0.00]
}

Entry 5:
{
  "formula": "C5H4BrIO2",
  "method": "ωB97M-V with the def2-TZVPD basis set",
  "total_energy_ev": -87485.210,
  "smiles": "O[C@@H](Br)c1ccc(I)o1",
  "relative_energy_ev": 0.0000,
  "e_lumo_ev": 0.32,
  "gap_ev": 9.09,
  "elements": ["C", "C", "C", "C", "C", "O", "O", "Br", "I", "H", "H", "H", "H"],
  "positions_angstrom": [[-0.670, 0.752, -0.401], [-0.410, -0.465, 0.154], [1.223, -0.885, 0.526], [-2.081, 0.958, -0.599], [-2.673, -0.175, -0.139], [1.645, -0.927, 1.813], [-1.677, -1.036, 0.351], [1.791, -2.542, -0.483], [-4.694, -0.682, -0.036], [0.180, 1.424, -0.749], [1.718, -0.069, 0.145], [-2.567, 1.678, -1.046], [1.689, -1.750, 2.310]],
  "forces_ev_per_angstrom": [[2.075, 1.122, -0.954], [0.095, 0.821, 0.256], [-3.805, -2.234, 0.109], [2.423, -4.502, 2.252], [1.977, -0.300, 0.534], [-0.013, 0.487, 0.796], [0.017, -0.716, 0.226], [-0.409, 0.899, 0.444], [0.872, -0.032, 0.051], [-1.494, -0.750, 0.584], [0.947, 1.670, -1.537], [-2.153, 3.852, -2.125], [-0.532, -0.318, -0.636]],
  "lowdin_charge": [-0.06, -0.17, -0.62, -0.10, -0.76, -0.06, -0.08, 0.62, 0.90, 0.14, 0.05, 0.05, 0.10]
}

Entry 6:
{
  "formula": "C5H7NO",
  "method": "ωB97M-V with the def2-TZVPD basis set",
  "total_energy_ev": -8830.898,
  "relative_energy_ev": 5.3044,
  "e_lumo_ev": [0.98, 0.03],
  "gap_ev": [8.34, 6.36],
  "elements": ["O", "C", "C", "N", "C", "C", "C", "H", "H", "H", "H", "H", "H", "H"],
  "positions_angstrom": [[-1.846, -1.303, 0.944], [-1.622, -0.327, 1.606], [-0.046, 0.227, 1.680], [0.173, 0.543, 0.321], [1.240, 0.028, -0.559], [0.161, -0.125, -1.662], [-0.792, 0.332, -0.585], [-0.104, 1.130, 2.300], [0.688, -0.490, 2.066], [1.677, -0.910, -0.194], [2.027, 0.770, -0.736], [0.000, -1.146, -2.030], [0.260, 0.563, -2.511], [-1.814, 0.706, -0.640]],
  "forces_ev_per_angstrom": [[0.534, 1.326, 0.922], [-0.224, -1.972, 0.365], [-0.644, 1.023, 0.982], [0.307, -0.378, 0.153], [0.076, -0.276, 0.053], [-0.195, 0.209, -0.311], [-0.292, 0.486, -2.486], [0.150, -0.452, 0.013], [-0.071, 0.014, 0.013], [-0.099, 0.179, -0.051], [-0.192, -0.189, 0.007], [0.048, 0.234, 0.063], [0.093, -0.222, 0.104], [0.508, 0.016, 0.175]],
  "lowdin_charge": [-0.01, -0.16, -0.14, -0.14, -0.10, -0.11, -0.11, 0.09, 0.11, 0.12, 0.12, 0.11, 0.10, 0.12]
}